# 1
Density functional theory data (ωB97M-V with the def2-TZVPD basis set) for a structure of composition C25H24BF4N5O3PdS3.

```
66
C25H24BF4N5O3PdS3, DFT ωB97M-V with the def2-TZVPD basis set
Pd 1.41 0.08 -0.36
C 4.15 -0.25 0.79
N 3.35 -0.68 -0.40
C 3.19 -2.16 -0.39
C 2.27 -2.59 0.75
N 1.01 -1.78 0.84
C 0.68 -1.57 2.28
C -0.10 -2.45 0.16
C -0.86 -3.41 0.81
C -1.95 -3.99 0.17
C -2.28 -3.62 -1.12
C -1.51 -2.68 -1.79
C -0.40 -2.13 -1.17
S 0.70 -1.15 -2.12
C 4.05 -0.20 -1.60
C 5.26 -0.76 -1.99
C 5.93 -0.26 -3.09
C 5.41 0.81 -3.80
C 4.20 1.37 -3.41
C 3.52 0.87 -2.30
S 2.01 1.65 -1.83
H 5.09 -0.80 0.78
H 3.61 -0.47 1.71
H 4.33 0.81 0.76
H 4.15 -2.65 -0.30
H 2.75 -2.44 -1.34
H 2.76 -2.56 1.72
H 2.02 -3.64 0.54
H 0.82 -2.50 2.83
H -0.35 -1.27 2.37
H 1.32 -0.80 2.72
H -0.64 -3.68 1.84
H -2.55 -4.72 0.70
H -3.15 -4.05 -1.60
H -1.76 -2.38 -2.80
H 5.68 -1.59 -1.44
H 6.87 -0.71 -3.39
H 5.93 1.21 -4.65
H 3.78 2.21 -3.96
F 3.24 1.27 3.22
B 2.10 1.86 2.71
F 2.09 1.44 1.22
F 2.11 3.22 2.70
F 0.95 1.31 3.26
O -5.58 2.13 3.99
S -6.75 2.53 3.24
O -7.78 1.52 3.13
O -7.22 3.88 3.49
C -6.15 2.63 1.53
N -7.03 2.97 0.58
C -6.60 2.97 -0.67
C -5.30 2.62 -1.02
C -4.46 2.31 0.04
N -4.89 2.32 1.30
C -3.05 1.87 -0.12
C -2.31 1.57 1.02
C -1.02 1.10 0.89
N -0.46 0.89 -0.31
C -1.14 1.24 -1.42
C -2.42 1.74 -1.35
H -7.32 3.25 -1.43
H -4.98 2.60 -2.05
H -2.76 1.70 2.00
H -0.42 0.90 1.77
H -0.64 1.10 -2.36
H -2.92 2.00 -2.27
```

The value obtained for the largest force on an atom is 0.7 eV/A. The value obtained for the LUMO energy (alpha / beta) is -3.404 / -3.403 eV. Its gap between HOMO and LUMO (alpha / beta) is 3.77 / 3.77 eV.

=====

# 2
Density functional theory data (ωB97M-V with the def2-TZVPD basis set) for a cluster of 5 separate species, C25H24ClF4S in total at a distorted geometry.

```
55
C25H24ClF4S, DFT ωB97M-V with the def2-TZVPD basis set
C -1.27 0.76 -4.81
S -1.64 -0.52 -3.48
Cl -0.72 0.19 -1.74
H -0.98 0.15 -5.78
H -2.23 1.39 -5.05
H -0.33 1.41 -4.52
H -0.92 -1.66 -3.86
F 5.19 2.64 0.71
C 4.67 1.52 0.19
C 3.36 1.54 -0.29
C 2.82 0.38 -0.84
C 3.59 -0.79 -0.90
C 4.90 -0.80 -0.41
C 5.44 0.37 0.13
H 2.78 2.45 -0.23
H 1.80 0.38 -1.23
H 3.16 -1.70 -1.32
H 5.49 -1.71 -0.45
H 6.46 0.38 0.50
F 0.06 -3.28 -0.62
C 0.11 -3.06 0.70
C 0.44 -4.10 1.56
C 0.50 -3.86 2.94
C 0.21 -2.59 3.44
C -0.12 -1.55 2.56
C -0.17 -1.78 1.19
H 0.65 -5.08 1.16
H 0.76 -4.67 3.62
H 0.26 -2.41 4.51
H -0.35 -0.56 2.96
H -0.42 -0.99 0.50
F -3.46 -2.27 1.76
C -4.12 -3.22 1.07
C -3.41 -4.08 0.25
C -4.09 -5.07 -0.46
C -5.48 -5.18 -0.34
C -6.18 -4.30 0.49
C -5.50 -3.32 1.20
H -2.33 -3.98 0.16
H -3.55 -5.76 -1.10
H -6.01 -5.95 -0.89
H -7.26 -4.38 0.58
H -6.03 -2.63 1.86
F -0.70 8.31 -0.34
C 0.22 7.40 0.01
C 0.13 6.76 1.24
C 1.08 5.81 1.60
C 2.13 5.51 0.72
C 2.22 6.16 -0.51
C 1.26 7.11 -0.87
H -0.69 7.01 1.91
H 1.01 5.30 2.55
H 2.88 4.77 1.00
H 3.04 5.93 -1.19
H 1.31 7.61 -1.83
```

The value obtained for the largest force on an atom is 2.5 eV/A. The value obtained for the LUMO energy is -6.336 eV. Its gap between HOMO and LUMO is 4.63 eV. The net charge is +1.

=====

# 3
Density functional theory data (ωB97M-V with the def2-TZVPD basis set) for a structure of composition C25H24F3N5Pd at a distorted geometry.

```
58
C25H24F3N5Pd, DFT ωB97M-V with the def2-TZVPD basis set
Pd 0.29 0.25 0.51
C -1.05 -2.11 1.64
C -0.16 -2.97 0.76
C 0.13 -2.49 -0.63
C -0.27 -3.22 -1.74
C 0.20 -2.86 -3.00
C 1.09 -1.80 -3.11
C 1.40 -1.09 -1.97
N 0.92 -1.40 -0.76
N -0.31 -0.99 2.29
C 0.82 -1.48 3.12
C 2.20 -1.16 2.58
C 3.33 -1.78 3.09
C 4.57 -1.40 2.62
C 4.65 -0.41 1.65
C 3.47 0.14 1.18
N 2.26 -0.23 1.64
C -1.21 -0.15 3.09
C -1.97 0.83 2.27
C -3.29 1.16 2.54
C -3.89 2.19 1.84
C -3.14 2.87 0.89
C -1.84 2.47 0.66
N -1.26 1.46 1.32
H -1.49 -2.74 2.41
H -1.87 -1.68 1.06
H -0.61 -3.96 0.69
H 0.81 -3.10 1.25
H -0.91 -4.08 -1.61
H -0.09 -3.43 -3.87
H 1.52 -1.52 -4.06
H 2.08 -0.25 -2.01
H 0.73 -2.55 3.30
H 0.76 -1.00 4.10
H 3.23 -2.54 3.85
H 5.46 -1.87 3.01
H 5.60 -0.07 1.26
H 3.48 0.91 0.42
H -0.59 0.44 3.77
H -1.89 -0.76 3.70
H -3.83 0.62 3.32
H -4.92 2.46 2.03
H -3.56 3.69 0.33
H -1.23 2.99 -0.07
F -2.60 3.44 -4.86
C -1.28 3.22 -4.91
F -1.03 2.42 -5.95
F -0.67 4.38 -5.10
C -0.82 2.55 -3.63
C -1.52 1.46 -3.14
C -1.08 0.86 -1.98
N 0.00 1.30 -1.31
C 0.67 2.35 -1.79
C 0.30 3.00 -2.95
H -2.40 1.08 -3.65
H -1.59 0.00 -1.58
H 1.54 2.68 -1.23
H 0.86 3.86 -3.30
```

The value obtained for the largest force on an atom is 1.6 eV/A. The value obtained for the LUMO energy is -7.073 eV. Its gap between HOMO and LUMO is 7.64 eV. The net charge is +2.

=====

# 4
Density functional theory data (ωB97M-V with the def2-TZVPD basis set) for a structure of composition C25H24F4IrN5SSi at a distorted geometry.

```
61
C25H24F4IrN5SSi, DFT ωB97M-V with the def2-TZVPD basis set
Ir -1.15 0.72 -0.78
N -3.70 4.20 -1.31
C -3.17 3.01 -1.06
S -2.21 2.26 -2.33
N -3.42 2.42 0.08
N -2.82 1.25 0.30
C -3.57 0.35 0.87
C -3.16 -0.97 1.20
C -4.12 -1.93 1.57
C -3.78 -3.23 1.79
C -2.45 -3.63 1.64
C -1.52 -2.68 1.32
N -1.85 -1.38 1.12
H -3.62 4.61 -2.22
H -4.31 4.64 -0.63
H -4.61 0.60 1.03
H -5.14 -1.59 1.67
H -4.54 -3.96 2.05
H -2.15 -4.65 1.79
H -0.47 -2.91 1.22
C 3.03 1.10 -3.42
Si 1.83 1.02 -1.97
C 2.73 0.33 -0.46
C 1.31 2.81 -1.63
N 0.31 0.11 -2.09
C -0.12 -0.73 -3.09
C 0.56 -0.99 -4.29
C 0.05 -1.83 -5.27
C -1.16 -2.47 -5.09
C -1.86 -2.27 -3.91
C -1.33 -1.43 -2.97
F -2.07 -1.24 -1.80
H 3.83 1.80 -3.15
H 2.56 1.48 -4.32
H 3.50 0.14 -3.64
H 3.74 0.74 -0.42
H 2.80 -0.76 -0.49
H 2.22 0.62 0.47
H 2.19 3.44 -1.44
H 0.66 2.88 -0.75
H 0.78 3.22 -2.48
H 1.51 -0.50 -4.47
H 0.62 -1.98 -6.18
H -1.57 -3.11 -5.86
H -2.81 -2.75 -3.72
F 5.18 1.26 5.22
C 4.18 0.48 5.67
F 4.71 -0.71 5.98
F 3.72 1.04 6.80
C 3.10 0.34 4.64
C 3.34 -0.50 3.55
C 2.38 -0.67 2.59
C 1.14 0.01 2.69
C 0.93 0.88 3.79
C 1.90 1.02 4.76
C 0.12 -0.21 1.78
C -0.81 -0.41 0.96
H 4.29 -1.01 3.47
H 2.54 -1.33 1.75
H -0.01 1.40 3.87
H 1.72 1.66 5.61
```

The value obtained for the largest force on an atom is 1.4 eV/A. As for the spin multiplicity: 2. The value obtained for the LUMO energy (alpha / beta) is -5.018 / -4.898 eV. Its gap between HOMO and LUMO (alpha / beta) is 4.34 / 4.56 eV. Its expectation value of S² is 0.771. The net charge is +1.

=====

# 5
Density functional theory data (ωB97M-V with the def2-TZVPD basis set) for a structure of composition C25H24IN2O6Ru.

```
59
C25H24IN2O6Ru, DFT ωB97M-V with the def2-TZVPD basis set
Ru 0.29 0.71 -1.46
O 5.04 -3.31 2.18
C 3.82 -3.38 1.96
O 2.95 -4.16 2.41
C 3.25 -2.32 1.06
C 3.07 -1.02 1.54
C 2.42 -0.09 0.76
N 1.95 -0.38 -0.46
C 2.17 -1.61 -0.95
C 2.81 -2.59 -0.24
C 1.57 -1.82 -2.32
O 1.89 -2.74 -3.03
O 0.65 -0.91 -2.64
H 3.43 -0.76 2.52
H 2.25 0.92 1.11
H 2.94 -3.57 -0.69
C -0.98 -2.49 0.20
C -2.01 -1.91 1.17
C -3.29 -1.48 0.45
C -1.45 -0.82 2.04
C -1.38 -0.98 3.40
C -0.85 0.00 4.24
C -0.34 1.20 3.72
C -0.36 1.45 2.38
C 0.15 2.73 1.77
C 1.27 3.38 2.58
C -1.01 3.71 1.55
C -0.95 0.45 1.49
O -1.03 0.70 0.25
H -1.39 -3.38 -0.27
H -0.06 -2.78 0.72
H -0.73 -1.79 -0.59
H -2.28 -2.71 1.87
H -3.09 -0.68 -0.25
H -4.05 -1.13 1.16
H -3.71 -2.33 -0.10
H -1.74 -1.91 3.83
H -0.82 -0.17 5.30
H 0.09 1.93 4.40
H 0.55 2.47 0.78
H 0.88 3.83 3.50
H 1.72 4.18 2.00
H 2.04 2.67 2.85
H -1.51 3.93 2.49
H -1.76 3.29 0.86
H -0.64 4.64 1.13
I 0.49 1.48 -7.31
C -0.62 0.88 -5.67
C -1.59 -0.10 -5.77
C -2.31 -0.45 -4.64
C -2.00 0.17 -3.45
N -1.05 1.10 -3.33
C -0.38 1.45 -4.43
H -1.78 -0.59 -6.72
H -3.08 -1.21 -4.68
H -2.53 -0.08 -2.54
H 0.38 2.22 -4.32
O 1.37 3.60 -2.11
C 1.34 2.55 -1.71
```

The value obtained for the largest force on an atom is 0.9 eV/A. As for the spin multiplicity: 6. The value obtained for the LUMO energy (alpha / beta) is -0.558 / -3.567 eV. Its gap between HOMO and LUMO (alpha / beta) is 6.93 / 3.91 eV. Its expectation value of S² is 8.794.

=====

# 6
Density functional theory data (ωB97M-V with the def2-TZVPD basis set) for a structure of composition C25H25BF5N10O3S3TeTi at a distorted geometry.

```
74
C25H25BF5N10O3S3TeTi, DFT ωB97M-V with the def2-TZVPD basis set
Ti 0.10 -0.18 0.13
N 3.82 -4.88 5.21
C 3.71 -3.74 4.40
C 3.76 -3.85 3.01
C 3.61 -2.73 2.22
C 3.41 -1.49 2.81
C 3.37 -1.37 4.19
C 3.52 -2.49 4.98
S 3.11 -0.09 1.78
O 3.65 1.07 2.43
O 3.56 -0.44 0.46
N 1.47 -0.03 1.74
C 0.73 0.59 2.71
N -0.57 0.60 2.35
C -1.40 1.37 3.03
C -0.98 2.03 4.18
C 0.33 1.80 4.56
N 1.20 1.09 3.85
H 4.29 -5.66 4.77
H 4.15 -4.71 6.14
H 3.90 -4.83 2.56
H 3.62 -2.81 1.14
H 3.20 -0.39 4.62
H 3.48 -2.40 6.06
H -2.42 1.41 2.67
H -1.65 2.65 4.75
H 0.71 2.21 5.50
S 2.20 0.38 -2.43
C 2.63 -1.30 -2.71
C 3.52 -1.53 -3.76
C 3.96 -2.80 -4.07
C 3.51 -3.87 -3.30
C 2.64 -3.65 -2.26
C 2.16 -2.37 -1.93
S 0.98 -2.38 -0.60
H 3.88 -0.68 -4.33
H 4.65 -2.96 -4.89
H 3.85 -4.88 -3.52
H 2.28 -4.48 -1.66
B -3.24 -1.99 0.81
N -2.05 -2.15 1.76
C -2.09 -2.86 2.89
C -0.79 -3.14 3.29
C -0.01 -2.53 2.31
N -0.77 -1.93 1.39
N -3.28 -0.53 0.28
C -4.41 0.18 0.13
C -4.08 1.47 -0.22
C -2.69 1.47 -0.25
N -2.21 0.25 0.03
H -4.26 -2.19 1.42
H -3.14 -2.80 -0.10
H -3.04 -3.15 3.31
H -0.46 -3.69 4.15
H 1.06 -2.49 2.24
H -5.37 -0.29 0.31
H -4.74 2.30 -0.42
H -2.03 2.30 -0.39
N -2.03 -1.86 -2.44
C -2.15 -2.60 -3.56
C -1.23 -2.11 -4.46
C -0.59 -1.07 -3.76
N -1.08 -0.93 -2.53
H -2.52 -2.01 -1.56
H -2.87 -3.40 -3.62
H -1.04 -2.45 -5.46
H 0.22 -0.45 -4.09
F -2.37 1.83 -3.65
Te -0.64 2.24 -2.90
F -0.09 1.66 0.04
F -0.20 2.49 -4.70
F -1.51 3.84 -2.47
F 0.93 3.32 -2.62
O 1.39 0.26 -1.09
```

The value obtained for the largest force on an atom is 1.2 eV/A. The value obtained for the LUMO energy is 2.331 eV. Its gap between HOMO and LUMO is 6.92 eV. The net charge is -1.

=====

# 7
Density functional theory data (ωB97M-V with the def2-TZVPD basis set) for a cluster of 5 separate species, C25H25BrN6O2 in total.

```
59
C25H25BrN6O2, DFT ωB97M-V with the def2-TZVPD basis set
O -1.89 -0.96 2.55
C -1.87 -1.52 3.57
N -1.77 -2.13 4.62
C -2.31 -1.55 5.87
C -1.74 -0.17 6.23
C -0.36 -0.60 6.72
Br 0.74 0.79 7.44
C -0.79 -1.70 7.66
O -0.40 -1.96 8.75
N -1.88 -2.36 7.01
H -3.39 -1.56 5.77
H -2.32 0.13 7.11
H -1.78 0.61 5.48
H 0.18 -1.10 5.91
H -1.66 -3.32 6.75
C -6.05 -5.40 3.52
C -5.92 -5.05 4.85
C -5.23 -3.89 5.17
N -4.69 -3.08 4.26
C -4.82 -3.42 2.98
C -5.49 -4.56 2.56
H -6.58 -6.30 3.23
H -6.33 -5.67 5.64
H -5.11 -3.59 6.21
H -4.37 -2.75 2.26
H -5.57 -4.79 1.51
C -0.95 -0.30 -0.62
C 0.26 -0.31 -1.28
C 0.29 0.09 -2.61
N -0.79 0.48 -3.29
C -1.95 0.49 -2.63
C -2.08 0.11 -1.31
H -1.02 -0.61 0.42
H 1.17 -0.62 -0.79
H 1.23 0.10 -3.15
H -2.81 0.81 -3.20
H -3.05 0.13 -0.83
C 5.26 3.34 -2.20
C 4.40 3.29 -3.28
C 3.52 2.22 -3.38
N 3.46 1.24 -2.49
C 4.30 1.29 -1.45
C 5.21 2.32 -1.26
H 5.96 4.16 -2.08
H 4.40 4.06 -4.04
H 2.83 2.15 -4.22
H 4.23 0.48 -0.74
H 5.86 2.31 -0.40
C 3.79 3.56 -9.26
C 4.96 3.31 -8.56
C 4.91 3.26 -7.18
N 3.80 3.46 -6.47
C 2.68 3.71 -7.15
C 2.62 3.77 -8.54
H 3.78 3.60 -10.34
H 5.89 3.14 -9.08
H 5.80 3.06 -6.60
H 1.78 3.86 -6.56
H 1.68 3.97 -9.04
```

The value obtained for the largest force on an atom is 0.8 eV/A. The value obtained for the LUMO energy is 0.503 eV. Its gap between HOMO and LUMO is 9.73 eV. The SMILES is O=C=N[C@@H]1C[C@@H](Br)C(=O)N1.c1ccncc1.c1ccncc1.c1ccncc1.c1ccncc1.

=====

# 8
Density functional theory data (ωB97M-V with the def2-TZVPD basis set) for a structure of composition C25H25BrN6O3PdS at a distorted geometry.

```
62
C25H25BrN6O3PdS, DFT ωB97M-V with the def2-TZVPD basis set
Pd -1.48 0.93 -0.41
C -1.72 3.49 1.85
O -1.01 2.26 1.78
C 0.22 2.20 2.32
C 0.80 3.19 3.10
C 2.10 3.02 3.56
Br 2.88 4.41 4.60
C 2.84 1.91 3.26
C 2.26 0.88 2.49
C 0.95 1.02 2.03
O 0.32 0.08 1.31
C 2.99 -0.32 2.14
N 2.49 -1.25 1.36
C 3.44 -2.23 1.26
C 3.42 -3.43 0.56
C 4.54 -4.24 0.66
C 5.65 -3.87 1.42
C 5.68 -2.68 2.12
C 4.56 -1.87 2.03
N 4.25 -0.65 2.58
H -2.00 3.71 2.88
H -2.61 3.32 1.24
H -1.13 4.31 1.43
H 0.26 4.09 3.34
H 3.86 1.83 3.60
H 1.01 -0.62 1.07
H 2.56 -3.71 -0.03
H 4.56 -5.18 0.13
H 6.50 -4.53 1.46
H 6.54 -2.40 2.72
H 4.83 -0.10 3.18
C -3.95 4.12 -2.23
C -2.88 3.18 -2.70
C -2.92 2.61 -3.97
C -1.97 1.65 -4.26
N -1.00 1.34 -3.42
C -0.96 2.01 -2.26
S 0.48 1.87 -1.30
N -1.90 2.91 -1.86
H -4.17 4.85 -3.01
H -3.63 4.63 -1.33
H -4.85 3.56 -2.02
H -3.68 2.88 -4.69
H -1.98 1.08 -5.18
N -1.60 -5.03 -3.27
C -1.57 -3.79 -2.73
C -0.69 -2.80 -3.20
C -0.65 -1.57 -2.57
N -1.43 -1.26 -1.54
C -2.30 -2.17 -1.12
C -2.41 -3.43 -1.67
H -0.99 -5.28 -4.03
H -2.24 -5.72 -2.92
H -0.04 -3.00 -4.03
H 0.02 -0.80 -2.92
H -2.94 -1.87 -0.30
H -3.14 -4.12 -1.29
C -3.22 0.10 1.79
O -3.26 0.72 0.57
H -4.02 -0.67 1.85
H -3.42 0.82 2.61
H -2.26 -0.40 1.99
```

The value obtained for the largest force on an atom is 1.9 eV/A. The value obtained for the LUMO energy (alpha / beta) is -0.613 / -0.613 eV. Its gap between HOMO and LUMO (alpha / beta) is 6.98 / 6.98 eV.

=====

| no. | calculated total energy (Eh) |
| --- | --- |
| 1 | -3213.48984 |
| 2 | -2224.52867 |
| 3 | -1667.84610 |
| 4 | -2432.04405 |
| 5 | -1920.50072 |
| 6 | -4577.50393 |
| 7 | -4020.66708 |
| 8 | -4621.98995 |